10 unconnected molecules or ions with the total composition C28H56O28S6 in a non-equilibrium geometry, computed with wB97M-V/def2-TZVPD.

**Molar mass**: 1033.13 g mol⁻¹
**HOMO-LUMO gap**: 9.48 eV
**F_max**: 5.25 eV Å⁻¹
**DFT total energy**: -152271.133 eV
**SMILES**: O=S1(=O)OCCO1.O=S1(=O)OCCO1.O=S1(=O)OCCO1.O=S1(=O)OCCO1.O=S1(=O)OCCO1.O=S1(=O)OCCO1.C1CCOC1.C1CCOC1.C1CCOC1.C1CCOC1
**E_HOMO**: -0.35312 Eh
**Charge**: 0
**Energy above the lowest of the compared OMol25 structures with the same formula, charge and spin**: 136.1 kcal per mole

Last column: Mulliken charge in e.
Positions of all 118 atoms, in Å:
C  -6.9759  1.3756  -1.4455  -0.5969
C  -5.8513  2.0564  -2.2214  -0.5380
C  -4.6814  2.0204  -1.2915  -0.2190
O  -5.2184  1.5971  -0.0006  -0.4594
C  -6.3319  0.7754  -0.2779  0.1538
H  -7.5831  0.6329  -1.9631  0.3359
H  -7.5947  2.1465  -0.9863  0.2737
H  -6.1525  3.0847  -2.4215  0.2399
H  -5.5759  1.5611  -3.1525  0.3111
H  -4.0695  2.9212  -1.2441  0.3832
H  -4.0706  1.2429  -1.7503  0.0468
H  -7.1200  0.7665  0.4750  0.4092
H  -5.9844  -0.2252  -0.5353  -0.3254
C  0.4409  -4.7968  4.0398  -0.3003
C  -0.5078  -5.0112  2.8598  0.1656
C  -1.7858  -4.1805  3.2418  0.0168
O  -1.8047  -4.4065  4.6727  -0.4763
C  -0.4744  -4.5298  5.2265  -0.5367
H  1.0751  -3.9575  3.7543  -0.0180
H  1.1645  -5.6079  4.1215  0.3990
H  -0.7904  -6.0592  2.7598  0.3554
H  -0.0168  -4.6264  1.9660  -0.3938
H  -2.7330  -4.4618  2.7815  0.2299
H  -1.5833  -3.1624  2.9091  0.0242
H  -0.3168  -5.3696  5.9033  0.2477
H  -0.2554  -3.7005  5.8991  0.3168
C  -5.7170  -4.5458  -2.0241  -0.6039
C  -4.7237  -4.1694  -0.8770  -0.4127
C  -4.2302  -2.7350  -1.2381  0.2927
O  -5.3429  -2.1955  -1.8859  -0.4387
C  -6.0991  -3.1686  -2.6098  -0.4860
H  -6.5768  -5.1929  -1.8510  0.3545
H  -5.1196  -5.0181  -2.8039  0.2355
H  -3.8574  -4.8226  -0.9812  0.1422
H  -5.1400  -4.2982  0.1221  0.3231
H  -3.3341  -2.7631  -1.8581  -0.0180
H  -3.9662  -2.1475  -0.3588  0.0425
H  -5.9304  -3.0196  -3.6763  0.2852
H  -7.1264  -2.9187  -2.3447  0.2746
C  0.2198  -0.6411  1.0284  0.4424
C  -1.1270  -0.0588  1.3461  -0.7177
C  -1.1116  1.2971  0.5835  -0.5606
O  0.2626  1.6363  0.6077  0.0457
C  1.1422  0.5242  0.9538  -0.1746
H  0.0863  -1.1612  0.0799  -0.6229
H  0.4830  -1.3813  1.7840  0.5149
H  -1.1348  0.0111  2.4338  0.3264
H  -1.9202  -0.7582  1.0819  0.2850
H  -1.6489  1.9776  1.2441  0.1262
H  -1.4174  1.4109  -0.4565  0.2137
H  1.4114  0.4554  2.0078  0.1428
H  1.8887  0.2262  0.2176  -0.1819
C  1.3888  0.6562  -3.1450  0.1190
C  2.7817  0.6173  -2.5632  0.0440
O  3.6876  0.9961  -3.5280  -0.4469
S  3.0184  2.1171  -4.5559  1.1061
O  3.2962  1.8369  -5.9963  -0.6058
O  3.1425  3.5008  -4.0413  -0.4384
O  1.4596  1.6325  -4.2034  -0.4461
H  0.5579  0.8356  -2.4627  0.0805
H  1.3062  -0.3151  -3.6328  0.2028
H  3.1735  -0.3395  -2.2178  0.4657
H  2.7839  1.4187  -1.8244  -0.1097
C  1.4852  4.6166  2.7358  0.5483
C  1.1378  4.0793  4.1922  -0.3348
O  0.0248  4.8821  4.4645  -0.3500
S  0.2481  6.4781  4.0739  1.0857
O  0.9989  7.1236  5.1641  -0.5288
O  -1.0233  7.0085  3.5481  -0.5158
O  1.3665  6.0351  2.8034  -0.3686
H  1.0517  4.1398  1.8568  -0.0382
H  2.5301  4.3125  2.6736  -0.1139
H  1.9231  4.1364  4.9460  0.3298
H  0.9881  3.0088  4.0524  0.3111
C  -0.0437  -4.9534  -2.0198  -0.4151
C  0.0407  -3.5140  -1.7812  0.1666
O  0.9418  -3.4758  -0.7073  -0.1060
S  2.1055  -4.6433  -0.6246  1.0867
O  2.0253  -5.2356  0.7160  -0.4760
O  3.3370  -4.0411  -1.1824  -0.5129
O  1.2080  -5.5115  -1.7173  -0.4486
H  -0.4132  -5.1099  -3.0332  0.4044
H  -0.8287  -5.3433  -1.3718  0.2778
H  -0.9701  -3.2434  -1.4758  -0.0953
H  0.3852  -2.8715  -2.5915  0.1717
C  5.1295  4.5251  -1.6257  -0.4586
C  5.5523  3.0225  -1.5889  0.4162
O  5.6279  2.6664  -0.2377  -0.3340
S  4.4400  3.4651  0.6122  0.8942
O  4.9225  3.9618  1.9139  -0.5886
O  3.1007  2.7890  0.5725  -0.0228
O  4.3288  4.7390  -0.4389  -0.3526
H  4.6958  4.8192  -2.5815  0.3586
H  5.9994  5.1492  -1.4211  0.3060
H  6.4794  2.8533  -2.1367  0.4195
H  4.8025  2.4813  -2.1660  -0.4998
C  0.3720  5.5673  -1.3336  -0.0583
C  -0.5334  4.2704  -1.3241  0.4070
O  -1.1878  4.2293  -2.6043  -0.2844
S  -0.7083  5.4257  -3.6753  0.9539
O  -1.9265  5.9836  -4.2295  -0.5437
O  0.3989  4.9514  -4.5993  -0.4727
O  -0.1485  6.3531  -2.4278  -0.4106
H  1.4275  5.3575  -1.5068  0.1974
H  0.3671  6.0942  -0.3795  0.2617
H  -1.2784  4.3489  -0.5324  0.2558
H  0.1169  3.3959  -1.3470  -0.3272
C  5.6342  -3.6397  2.9739  -0.3225
C  5.7169  -3.8928  1.4805  -0.2944
O  5.1918  -2.7935  0.8075  -0.2980
S  4.5783  -1.6624  1.8338  0.8557
O  3.1772  -2.0698  2.0923  -0.3829
O  4.8117  -0.3207  1.2687  -0.3768
O  5.5621  -2.1740  3.0219  -0.3549
H  6.4479  -4.1812  3.4565  0.3588
H  4.6837  -4.0957  3.2506  0.1959
H  5.2091  -4.8139  1.1946  0.2750
H  6.7204  -4.2682  1.2803  0.3013